ORCA calculation (wB97M-V/def2-TZVPD) on a molecular structure, C23H34BMoNO2S3Si2.

## Properties
E_HOMO: -13.71 eV
Kohn-Sham gap: 4.6 eV
Charge: +2
Calculated total energy: -80767.9428 eV
Energy above the lowest of the compared OMol25 structures with the same formula, charge and spin: 20.8 kJ/mol

CARTESIAN COORDINATES (ANGSTROEM)
Mo  0.282  0.195  0.273
C  3.811  -0.616  1.468
Si  2.812  -1.993  0.747
C  3.221  -3.589  1.553
C  2.980  -2.205  -1.083
C  0.873  -1.601  1.019
C  0.025  -2.430  0.102
C  -0.199  -3.783  -0.043
C  -1.054  -4.170  -1.065
C  -1.643  -3.220  -1.902
C  -1.378  -1.887  -1.700
N  -0.552  -1.527  -0.699
Si  0.138  -1.643  2.892
C  0.991  -0.323  3.857
C  -1.691  -1.405  2.691
C  0.409  -3.312  3.594
H  4.703  -0.444  0.858
H  4.151  -0.876  2.475
H  3.280  0.334  1.552
H  4.275  -3.770  1.308
H  2.648  -4.429  1.158
H  3.141  -3.575  2.637
H  4.008  -1.992  -1.390
H  2.338  -1.562  -1.682
H  2.760  -3.241  -1.356
H  0.278  -4.502  0.609
H  -1.267  -5.221  -1.219
H  -2.305  -3.516  -2.704
H  -1.812  -1.114  -2.315
H  1.164  0.606  3.311
H  1.969  -0.668  4.205
H  0.396  -0.073  4.740
H  -1.996  -0.643  1.973
H  -2.134  -1.122  3.651
H  -2.160  -2.344  2.382
H  1.453  -3.589  3.701
H  -0.115  -4.085  3.029
H  -0.031  -3.281  4.599
S  -2.250  3.767  0.107
C  -1.421  2.433  0.081
S  -1.259  1.215  -1.162
S  -0.466  1.856  1.534
C  8.551  2.659  -1.584
C  7.364  2.831  -2.540
C  7.479  1.786  -3.649
C  7.409  4.227  -3.175
C  6.055  2.693  -1.756
C  5.824  3.552  -0.656
C  4.674  3.523  0.112
C  3.735  2.584  -0.267
O  2.492  2.315  0.308
B  2.010  1.279  -0.452
O  2.836  0.899  -1.465
C  3.940  1.745  -1.329
C  5.084  1.762  -2.104
H  9.485  2.745  -2.142
H  8.538  1.678  -1.104
H  8.567  3.420  -0.802
H  8.434  1.910  -4.159
H  6.694  1.894  -4.402
H  7.450  0.765  -3.258
H  8.325  4.337  -3.759
H  7.401  5.018  -2.423
H  6.562  4.386  -3.845
H  6.585  4.278  -0.401
H  4.516  4.195  0.944
H  5.199  1.087  -2.940

---

ORCA calculation (wB97M-V/def2-TZVPD) on a single C23H34ClF2N6O8PS molecule.

## Properties
E_HOMO: -8.25 eV
Kohn-Sham gap: 6.7 eV
Calculated total energy: -87779.5158 eV
SMILES: N=[PH2][C@@]1(C[C@@H](O)CN)[C@H](CCN)[C@](CN)(N(C(=O)F)C(=O)F)OS(=O)(=O)[C@@]1(CCC(=O)Nc1ccccc1)CC(=O)Cl

CARTESIAN COORDINATES (ANGSTROEM)
N  2.179  2.275  2.354
P  0.611  2.354  2.022
C  0.033  1.331  0.461
C  -1.560  1.594  0.431
C  -2.214  2.888  -0.283
O  -3.619  2.494  -0.678
C  -2.556  4.160  0.754
N  -3.201  5.302  -0.036
C  0.961  1.811  -0.792
C  1.557  3.323  -0.802
C  0.589  4.601  -0.939
N  1.510  5.802  -1.263
C  0.515  1.213  -2.294
C  1.809  0.515  -3.094
N  3.104  1.282  -3.026
N  -0.201  2.261  -3.148
C  -1.417  1.706  -3.848
O  -2.640  2.217  -3.533
F  -1.434  0.684  -4.934
C  0.639  2.889  -4.210
O  1.220  4.111  -4.042
F  0.901  2.321  -5.588
O  -0.461  0.131  -2.188
S  -0.223  -1.017  -0.982
O  0.583  -2.236  -1.467
O  -1.675  -1.665  -0.892
C  0.211  -0.340  0.736
C  -0.863  -0.820  1.901
C  -0.591  -2.194  2.709
C  -0.928  -3.601  1.947
O  -0.583  -3.968  0.715
N  -1.659  -4.694  2.760
C  -0.941  -5.976  2.285
C  -1.886  -7.042  1.441
C  -1.165  -8.407  0.862
C  0.465  -8.652  1.131
C  1.415  -7.623  1.990
C  0.682  -6.254  2.575
C  1.676  -0.710  1.324
C  2.358  -2.145  1.063
O  2.241  -3.298  1.712
Cl  3.630  -2.219  -0.342
H  2.279  1.912  3.331
H  -0.102  1.984  3.223
H  0.350  3.784  1.806
H  -1.902  1.707  1.575
H  -2.232  0.680  0.054
H  -1.761  3.234  -1.299
H  -4.029  2.047  0.122
H  -3.378  3.755  1.481
H  -1.641  4.514  1.376
H  -4.247  5.250  0.119
H  -3.084  5.135  -1.079
H  1.979  1.181  -0.662
H  2.265  3.388  -1.767
H  2.329  3.566  0.079
H  -0.153  4.571  -1.874
H  -0.004  4.942  0.007
H  2.152  5.545  -2.067
H  2.062  5.927  -0.377
H  2.096  -0.549  -2.633
H  1.537  0.256  -4.228
H  3.624  0.978  -2.155
H  3.720  0.927  -3.818
H  -0.909  0.032  2.738
H  -1.987  -0.893  1.529
H  -1.364  -2.163  3.625
H  0.460  -2.256  3.275
H  -1.278  -4.534  3.741
H  -3.027  -6.861  1.246
H  -1.813  -9.164  0.231
H  0.982  -9.620  0.678
H  2.572  -7.763  2.188
H  1.271  -5.411  3.181
H  1.610  -0.567  2.511
H  2.549  0.061  1.050

---

ORCA calculation (wB97M-V/def2-TZVPD) on a molecular structure, C23H34CoFN3O7P2Se.

## Properties
E_HOMO (spin up / spin down): -9.86 / -10.76 eV
Kohn-Sham gap (spin up / spin down): 6.5 / 7.4 eV
Charge: +1
Spin multiplicity: 5
Calculated total energy: -167465.0934 eV
Energy above the lowest of the compared OMol25 structures with the same formula, charge and spin: 73.4 kJ/mol

CARTESIAN COORDINATES (ANGSTROEM)
Co  -3.161  -0.253  -0.665
F  2.908  0.141  -3.146
C  2.614  0.117  -1.828
C  1.318  0.266  -1.442
C  0.967  0.171  -0.096
C  -0.452  0.292  0.254
O  -1.272  0.608  -0.633
C  -0.780  0.022  1.609
C  0.237  -0.194  2.486
N  1.557  -0.236  2.195
C  2.429  -0.502  3.339
C  3.756  0.139  3.585
C  3.657  -1.352  3.323
C  1.952  -0.083  0.867
C  3.287  -0.176  0.443
C  3.637  -0.096  -0.890
N  5.012  -0.221  -1.235
C  5.502  0.192  -2.548
C  7.039  0.155  -2.512
N  7.471  0.278  -1.077
C  7.121  -0.983  -0.324
C  5.719  -1.410  -0.775
C  -2.186  -0.030  2.181
O  -2.308  -0.046  3.394
O  -3.149  -0.112  1.333
H  0.540  0.412  -2.180
H  -0.034  -0.352  3.522
H  1.812  -0.618  4.215
H  3.954  0.462  4.597
H  4.172  0.790  2.832
H  3.783  -2.023  4.160
H  4.004  -1.759  2.386
H  4.082  -0.298  1.157
H  5.158  1.203  -2.753
H  5.166  -0.450  -3.365
H  7.482  0.968  -3.081
H  7.450  -0.788  -2.867
H  6.941  1.044  -0.655
H  8.464  0.491  -0.994
H  7.169  -0.744  0.736
H  7.882  -1.724  -0.562
H  5.202  -1.872  0.060
H  5.778  -2.164  -1.569
C  -6.697  -1.039  -1.478
P  -5.519  -0.790  -0.131
C  -5.782  -2.122  1.056
C  -6.136  0.709  0.719
C  -5.851  1.960  -0.124
P  -4.060  2.083  -0.484
C  -3.394  2.983  0.942
C  -3.950  3.283  -1.845
H  -7.709  -1.118  -1.076
H  -6.425  -1.952  -2.005
H  -6.647  -0.207  -2.179
H  -6.798  -2.085  1.451
H  -5.064  -2.000  1.866
H  -5.601  -3.071  0.552
H  -5.624  0.757  1.682
H  -7.206  0.605  0.911
H  -6.198  2.869  0.372
H  -6.368  1.900  -1.085
H  -3.842  3.976  0.998
H  -2.312  3.081  0.844
H  -3.605  2.431  1.857
H  -4.481  4.204  -1.600
H  -4.370  2.851  -2.753
H  -2.902  3.514  -2.035
O  -2.113  -3.205  -3.162
Se  -3.053  -2.568  -2.028
O  -3.402  -0.885  -2.394
O  -2.283  -2.171  -0.592
O  -4.491  -3.263  -1.756

---

ORCA calculation (wB97M-V/def2-TZVPD) on 2 unconnected molecules or ions with the total composition C23H34F3N2O9.

## Properties
E_HOMO: -4.02 eV
Kohn-Sham gap: 6.0 eV
Charge: -1
Calculated total energy: -53963.1726 eV

CARTESIAN COORDINATES (ANGSTROEM)
N  2.779  5.214  1.525
C  3.277  3.946  0.998
C  2.973  2.777  1.943
O  3.750  2.858  3.120
C  3.196  1.474  1.163
C  2.984  0.106  1.810
C  3.892  -0.881  1.020
N  5.249  -0.891  1.565
O  3.366  -0.003  3.218
C  2.923  -1.243  3.575
O  3.336  -1.884  4.489
O  1.918  -1.641  2.747
C  1.559  -0.469  1.945
C  0.955  -0.784  0.600
C  -0.203  -1.781  0.558
C  -0.478  -2.252  -0.880
C  -0.276  -1.197  -1.958
O  1.080  -1.315  -2.482
C  1.737  -0.163  -2.598
O  2.907  -0.040  -2.371
C  0.647  0.382  2.880
O  -0.673  0.565  2.388
C  -0.982  1.761  1.797
C  -0.794  2.975  2.450
C  -1.141  4.159  1.816
C  -1.681  4.140  0.539
C  -1.905  2.926  -0.093
C  -1.559  1.739  0.536
H  2.593  5.858  0.769
H  1.907  5.067  2.015
H  2.843  3.711  0.019
H  4.364  3.989  0.879
H  1.927  2.878  2.220
H  4.650  2.599  2.899
H  2.577  1.520  0.266
H  4.232  1.509  0.808
H  3.881  -0.534  -0.020
H  3.489  -1.890  1.008
H  5.879  -1.263  0.868
H  5.559  0.040  1.812
H  1.733  -1.149  -0.073
H  0.635  0.183  0.201
H  -1.114  -1.351  0.965
H  0.067  -2.649  1.161
H  -1.499  -2.615  -0.994
H  0.177  -3.085  -1.139
H  -0.969  -1.386  -2.778
H  -0.460  -0.178  -1.617
H  1.134  0.696  -2.930
H  0.557  -0.145  3.827
H  1.121  1.334  3.091
H  -0.376  2.987  3.449
H  -0.983  5.093  2.341
H  -1.939  5.067  0.044
H  -2.355  2.874  -1.075
H  -1.745  0.779  0.069
C  -4.865  -5.009  -2.693
C  -6.178  -4.326  -3.068
O  -6.226  -2.938  -2.872
C  -5.651  -2.088  -3.939
O  -5.952  -2.408  -5.148
C  -4.104  -1.982  -3.750
F  -3.690  -1.961  -2.442
F  -3.657  -0.808  -4.267
F  -3.372  -2.941  -4.344
H  -4.482  -4.608  -1.753
H  -5.030  -6.084  -2.575
H  -4.103  -4.879  -3.458
H  -6.959  -4.727  -2.411
H  -6.466  -4.574  -4.096
H  -5.986  -1.085  -3.565

---

Let's list maximum force in order: 1.05 11.39 0.55 0.97 eV/Å.